No. 1
Computed, not measured: a cluster of 5 separate species, C4H16FO4 in total, with ωB97M-V/def2-TZVPD.

Its energy above the lowest of the compared OMol25 structures with the same formula, charge and spin is 10.8 kcal per mole. Its charge is -1. Its LUMO energy is 3.5 eV. The total energy comes out at -562.81245 Eh. The orbital gap comes out at 9.28 eV.

Each line ends with the Löwdin charge.
Positions of all 25 atoms, in Å:
H -0.90 -1.07 -0.49  0.0156
H -3.13 -0.35 2.75  0.0664
O 0.75 -0.63 0.22  -0.1530
C -2.34 0.15 2.19  -0.1847
H -2.18 -3.29 -1.69  0.0766
H -1.75 0.75 2.88  0.0631
F -0.76 1.41 -0.87  -0.5577
O -1.71 -1.48 -0.80  -0.1064
O -2.78 0.99 1.14  -0.1350
C 2.46 2.73 -0.10  -0.1622
H -1.09 -3.22 -0.26  0.0709
H -1.99 1.30 0.69  0.0179
C 1.80 -1.20 -0.56  -0.1578
H 3.36 3.29 -0.32  0.0646
C -1.38 -2.73 -1.19  -0.2334
O 1.46 3.27 -1.01  -0.1426
H 1.48 -1.24 -1.60  0.0795
H 2.18 2.95 0.93  0.0631
H 2.14 -2.19 -0.26  0.0738
H 0.42 0.21 -0.11  0.0174
H -1.64 -0.60 1.81  0.0558
H -0.43 -2.79 -1.71  0.0614
H 2.70 -0.60 -0.51  0.0542
H 0.71 2.68 -1.09  0.0060
H 2.61 1.66 -0.05  0.0467

No. 2
Computed, not measured: a cluster of 5 separate species, C4H16IN8O4 in total, with ωB97M-V/def2-TZVPD.

Its energy above the lowest of the compared OMol25 structures with the same formula, charge and spin is 17.6 kcal per mole. Its charge is -1. Its LUMO energy is 2.7 eV. The total energy comes out at -1199.00832 Eh. The orbital gap comes out at 8.53 eV.

Each line ends with the Löwdin charge.
Positions of all 33 atoms, in Å:
O 1.88 1.38 -5.35  -0.0067
N -3.11 -0.68 -0.60  0.1527
H 1.20 0.73 -2.25  -0.0261
H 2.58 -1.68 2.54  0.0998
H 0.36 -1.74 -0.75  0.0854
O -3.41 -2.75 -1.49  -0.0047
I -0.36 2.02 -0.18  -0.0466
N 0.26 2.24 -4.05  0.1453
C -0.32 1.31 4.59  -0.6917
N 1.01 -1.23 -0.18  0.1408
H 2.31 -0.16 1.73  0.0909
C 1.72 -1.89 0.76  -0.6972
N -0.15 0.26 5.43  0.1219
H 0.48 -0.50 5.29  0.0863
H -2.51 0.12 -0.73  -0.0333
C 1.32 1.44 -4.26  -0.7205
N -1.84 -1.32 -2.30  0.1475
H -1.43 -0.40 -2.35  0.0613
H 2.66 0.61 -3.26  0.1037
H 0.63 0.18 3.24  0.0486
N 2.14 -1.15 1.81  0.1289
H 0.04 2.40 -3.08  -0.0213
N 0.27 1.11 3.38  0.1470
H -1.53 -1.93 -3.04  0.1079
H -0.93 0.06 6.03  0.0987
O -0.98 2.28 4.95  0.0158
N 1.66 0.73 -3.15  0.1405
H -3.66 -0.77 0.23  0.1049
C -2.83 -1.66 -1.47  -0.7129
H 0.79 -0.24 -0.03  -0.1116
H -0.19 2.75 -4.79  0.0990
O 1.97 -3.10 0.79  -0.0029
H -0.03 1.57 2.54  -0.0514

No. 3
Computed, not measured: a structure of composition C4H16KN8O4, with ωB97M-V/def2-TZVPD.

Its energy above the lowest of the compared OMol25 structures with the same formula, charge and spin is 76.5 kcal per mole. Its charge is +1. Its LUMO energy is -2.6 eV. The total energy comes out at -1500.90081 Eh. The orbital gap comes out at 8.97 eV.

Each line ends with the Löwdin charge.
Positions of all 33 atoms, in Å:
H 0.21 3.47 1.27  0.1381
O -1.20 0.02 -2.07  -0.0261
H 2.43 3.19 -1.22  0.1233
H -2.89 -2.67 -2.05  0.1200
C -1.58 -4.15 -1.87  -0.8326
N 0.87 3.50 0.51  0.2055
K 0.74 -1.33 -0.26  0.8883
N 2.67 0.08 4.72  0.1644
O -0.77 -3.61 -1.15  -0.0264
H 1.89 -0.41 5.14  0.1069
H -0.92 -5.95 -1.59  0.1439
H -3.34 -4.08 -2.91  0.1236
N 2.46 2.41 -0.59  0.2123
N -2.29 1.37 -0.65  0.1737
H 0.80 -0.54 3.47  0.1179
N 1.36 0.19 3.05  0.1494
C 2.49 0.53 3.49  -0.7819
H -2.68 0.67 -0.03  0.1326
H -1.99 2.99 -1.99  0.0956
N -1.35 2.31 -2.38  0.1563
H -2.66 2.30 -0.54  0.1141
H 3.63 -0.05 4.98  0.1215
N -2.66 -3.61 -2.34  0.1814
O 1.02 1.34 0.71  -0.0849
C 1.40 2.38 0.17  -0.7491
C -1.52 1.13 -1.66  -0.7174
O 3.32 1.06 2.74  0.0241
H 1.16 0.47 2.09  0.0295
N -1.60 -5.38 -2.07  0.1885
H 1.34 4.33 0.16  0.1276
H -1.02 2.15 -3.32  0.1173
H 2.85 1.53 -0.90  0.1299
H -2.11 -5.64 -2.90  0.1326

No. 4
Computed, not measured: a structure of composition C4H16N2O, with ωB97M-V/def2-TZVPD.

Its energy above the lowest of the compared OMol25 structures with the same formula, charge and spin is 45.5 kcal per mole. Its charge is +2. Its LUMO energy is -7.8 eV. The total energy comes out at -346.08085 Eh. The orbital gap comes out at 11.43 eV.

Each line ends with the Löwdin charge.
Positions of all 23 atoms, in Å:
N -2.48 0.48 -0.75  0.2000
C 1.26 -1.10 -0.29  -0.0599
H -3.16 -0.21 -1.06  0.1452
H 1.74 -2.03 -0.70  0.1611
H -1.45 -1.09 2.36  0.1120
C -2.01 -0.64 1.52  -0.0357
H 1.79 0.35 -1.96  0.1745
H 3.27 2.62 0.35  0.0837
H 4.25 1.74 0.98  0.0896
H -2.98 1.22 -0.28  0.1318
C -0.35 -1.18 -0.42  -0.1298
O 3.72 1.77 0.17  -0.0361
H -0.71 -1.12 -1.41  0.1044
H -2.44 0.24 1.96  0.0833
H -2.11 0.98 -1.57  0.1359
H 2.55 0.65 -0.55  0.1080
H -0.56 0.86 0.78  0.1397
H 1.37 -0.98 0.81  0.1425
H -2.67 -1.42 1.19  0.0934
H -0.61 -2.07 0.10  0.1203
N 1.70 0.19 -0.97  0.1761
C -1.03 -0.06 0.39  -0.0848
H 0.92 0.82 -0.63  0.1447

What did the fourth record say?
Computed, not measured: a structure of composition C4H16N2O, with ωB97M-V/def2-TZVPD.

Its energy above the lowest of the compared OMol25 structures with the same formula, charge and spin is 45.5 kcal per mole. Its charge is +2. Its LUMO energy is -7.8 eV. The total energy comes out at -346.08085 Eh. The orbital gap comes out at 11.43 eV.

Each line ends with the Löwdin charge.
Positions of all 23 atoms, in Å:
N -2.48 0.48 -0.75  0.2000
C 1.26 -1.10 -0.29  -0.0599
H -3.16 -0.21 -1.06  0.1452
H 1.74 -2.03 -0.70  0.1611
H -1.45 -1.09 2.36  0.1120
C -2.01 -0.64 1.52  -0.0357
H 1.79 0.35 -1.96  0.1745
H 3.27 2.62 0.35  0.0837
H 4.25 1.74 0.98  0.0896
H -2.98 1.22 -0.28  0.1318
C -0.35 -1.18 -0.42  -0.1298
O 3.72 1.77 0.17  -0.0361
H -0.71 -1.12 -1.41  0.1044
H -2.44 0.24 1.96  0.0833
H -2.11 0.98 -1.57  0.1359
H 2.55 0.65 -0.55  0.1080
H -0.56 0.86 0.78  0.1397
H 1.37 -0.98 0.81  0.1425
H -2.67 -1.42 1.19  0.0934
H -0.61 -2.07 0.10  0.1203
N 1.70 0.19 -0.97  0.1761
C -1.03 -0.06 0.39  -0.0848
H 0.92 0.82 -0.63  0.1447